No. 1
23
Properties=species:S:1:pos:R:3 method="wB97M-V/def2-TZVPD" total_charge=+1 homo_lumo_gap_ha=0.30709 e_homo_ev=-11.41
C 0.117 1.647 -0.543
C 0.685 0.559 -0.012
C 0.191 2.128 1.600
C -1.747 -1.433 -0.475
C -0.577 -1.964 -1.284
C 0.881 -1.975 -0.870
N -0.143 2.633 0.419
N 0.739 0.890 1.332
N -0.055 2.712 2.869
N 1.865 -1.962 -1.789
H -0.342 1.685 -1.526
H -1.985 -1.927 0.454
H -1.676 -0.421 -0.186
H -2.664 -1.587 -1.137
H -0.835 -3.045 -1.383
H -0.500 -1.614 -2.229
H 1.222 -2.139 0.163
H -0.730 3.511 0.278
H 0.971 0.207 2.063
H -0.375 3.659 2.972
H 0.605 2.431 3.639
H 1.565 -1.845 -2.819
H 2.790 -2.149 -1.535



No. 2
24
Properties=species:S:1:pos:R:3 method="wB97M-V/def2-TZVPD" total_charge=+2 smiles="C/C=C/[C@]1(N)NC(=[NH2+])NC1=[NH2+]" homo_lumo_gap_ha=0.31513 e_homo_ev=-16.81
C -1.807 2.619 -1.603
C -0.903 1.435 -1.404
C -0.340 1.008 -0.271
C 0.540 -0.299 -0.083
N 1.153 -0.774 -1.235
N -0.452 -1.284 0.315
C -0.087 -1.991 1.373
N -0.687 -3.002 1.979
N 1.119 -1.520 1.868
C 1.624 -0.540 1.140
N 2.635 0.239 1.306
H -2.885 2.370 -1.707
H -1.692 3.042 -2.533
H -1.678 3.532 -0.853
H -0.833 0.831 -2.262
H -0.399 1.753 0.550
H 1.450 -0.215 -2.047
H 0.964 -1.753 -1.390
H -1.314 -1.244 -0.158
H -1.506 -3.486 1.789
H -0.262 -3.568 2.705
H 1.680 -2.017 2.535
H 3.331 0.281 2.030
H 2.882 0.864 0.553



No. 3
21
Properties=species:S:1:pos:R:3 method="wB97M-V/def2-TZVPD" total_charge=-1 multiplicity=2 homo_lumo_gap_ha="0.12032 / 0.23122" e_homo_ev="0.44 / -2.63" s_squared=0.76
C -0.602 -1.093 -2.002
N -1.615 -1.356 -0.933
C -1.820 -0.325 0.081
C 2.019 1.481 1.392
C 0.798 2.068 1.367
C -0.451 1.732 0.786
C -0.560 0.416 0.546
H 0.302 -1.611 -1.814
H -0.511 -0.005 -2.051
H -0.993 -1.444 -2.930
H -1.565 -2.280 -0.664
H -2.295 -0.657 1.044
H -2.476 0.534 -0.467
H 2.229 0.476 0.929
H 2.845 1.996 1.716
H 0.803 3.141 1.725
H -1.212 2.520 0.594
H 0.231 -0.276 0.794
H 1.949 -2.310 0.451
H 0.980 -1.419 -0.416
O 1.947 -1.588 -0.147



No. 4
21
Properties=species:S:1:pos:R:3 method="wB97M-V/def2-TZVPD" total_charge=-1 multiplicity=2 homo_lumo_gap_ha="0.19097 / 0.19000" e_homo_ev="-2.84 / -2.82" s_squared=0.76
O -3.000 -0.741 -1.656
C -2.015 -1.392 -1.056
N -1.190 -0.810 -0.165
C -0.157 0.091 -0.760
C 1.235 0.312 -0.162
C 2.215 -0.762 -0.395
C 2.018 -1.868 1.079
C -0.976 1.329 -1.318
H -2.523 -2.523 -1.150
H -2.273 4.840 4.414
H 0.281 -0.379 -1.724
H -2.151 3.543 4.396
H 1.366 1.412 0.138
H 2.066 -1.450 -1.204
H 3.291 -0.585 -0.408
H 2.250 -1.139 1.883
H 2.454 -2.845 1.397
H 0.925 -1.805 1.090
H -0.982 1.623 -2.434
H -2.018 0.890 -1.216
H -0.819 2.258 -0.751



No. 5
21
Properties=species:S:1:pos:R:3 method="wB97M-V/def2-TZVPD" homo_lumo_gap_ha="0.27318 / 0.27301" e_homo_ev="-6.56 / -6.55"
C 0.452 -0.418 -0.855
C -0.895 -1.221 0.962
C 0.812 1.484 1.410
C -0.227 -0.047 -2.119
C 1.129 -0.729 -2.134
C -2.092 -0.364 0.744
N 0.088 -1.341 0.079
O 2.215 1.661 1.315
H 2.505 2.361 1.910
H 0.868 -1.908 0.402
H 0.573 0.901 0.382
H -0.876 -1.890 1.807
H 0.267 2.436 1.405
H 0.582 1.014 2.373
H 1.996 -0.145 -2.411
H 1.169 -1.752 -2.494
H -1.081 -0.625 -2.457
H -0.272 1.000 -2.392
H -2.989 -0.970 0.586
H -2.266 0.277 1.612
H -1.961 0.278 -0.121



No. 6
21
Properties=species:S:1:pos:R:3 method="wB97M-V/def2-TZVPD" homo_lumo_gap_ha=0.37316 e_homo_ev=-9.16
C -2.182 0.320 1.086
C -2.001 -0.827 0.155
C -0.968 -1.072 -0.636
C 0.272 -0.230 -0.833
N 0.005 1.126 -1.317
C 1.148 -0.128 0.454
C 2.623 -0.323 0.096
O 0.965 1.101 1.115
H -2.850 1.066 0.645
H -2.643 -0.046 2.008
H -1.238 0.796 1.346
H -2.836 -1.522 0.140
H -1.001 -1.966 -1.249
H 0.887 -0.716 -1.599
H -0.306 1.086 -2.283
H -0.755 1.533 -0.774
H 0.843 -0.893 1.170
H 2.785 -1.314 -0.321
H 2.926 0.427 -0.636
H 3.236 -0.209 0.988
H 1.091 1.790 0.444



No. 7
21
Properties=species:S:1:pos:R:3 method="wB97M-V/def2-TZVPD" homo_lumo_gap_ha=0.17946 e_homo_ev=-7.15
C 0.795 0.075 1.671
N -0.624 -0.143 1.301
C -0.807 -0.965 -0.010
C 0.374 -0.867 -0.943
C 0.696 0.272 -1.715
C 0.017 1.429 -1.940
C -0.677 -2.407 0.278
H 0.806 0.618 2.608
H 1.355 -0.859 1.646
H 1.305 0.655 0.901
H -0.857 -0.953 1.878
H 1.079 -1.676 -1.051
H 1.629 0.175 -2.266
H 0.625 2.182 -2.429
H -1.058 1.459 -2.065
H -0.184 -3.099 -0.388
H -1.612 -0.501 -0.594
H -1.324 -2.904 0.998
H -0.685 1.829 1.097
H -0.337 2.895 0.042
O -0.516 2.783 0.978



No. 8
21
Properties=species:S:1:pos:R:3 method="wB97M-V/def2-TZVPD" homo_lumo_gap_ha=0.38526 e_homo_ev=-9.56
C -2.159 -0.132 -0.065
C -0.738 0.370 -0.323
C -0.633 1.868 -0.033
C 0.295 -0.430 0.505
C 0.318 -1.926 0.174
C 1.669 0.151 0.310
N 2.449 -0.006 -0.752
H -2.887 0.520 -0.568
H -2.313 -1.152 -0.438
H -2.385 -0.122 1.013
H -0.513 0.211 -1.391
H -0.647 2.054 1.052
H 0.291 2.303 -0.441
H -1.476 2.411 -0.484
H 0.074 -0.288 1.573
H 0.311 -2.096 -0.913
H 1.218 -2.404 0.586
H -0.557 -2.430 0.602
O 2.398 0.738 1.185
H 1.945 -0.280 -1.588
H 3.339 0.641 -0.005



No. 9
21
Properties=species:S:1:pos:R:3 method="wB97M-V/def2-TZVPD" homo_lumo_gap_ha=0.25978 e_homo_ev=-7.64
C 0.644 1.666 1.894
O -0.554 1.284 1.380
C -1.639 0.778 -1.431
C -0.314 1.214 -1.272
C 0.780 0.198 -1.036
N 0.007 -3.009 0.869
C 0.460 -2.116 -0.166
C 0.222 -0.808 -0.101
H 0.764 2.757 2.036
H 0.797 1.175 2.882
H 1.593 1.359 1.352
H -2.258 1.414 -2.057
H -1.871 -0.278 -1.489
H 0.159 2.170 -1.481
H -1.143 1.094 -0.294
H 1.169 -0.340 -1.918
H 1.588 0.751 -0.552
H -0.267 -3.887 0.445
H -0.843 -2.573 1.213
H 0.960 -2.580 -1.013
H -0.255 -0.268 0.739



No. 10
21
Properties=species:S:1:pos:R:3 method="wB97M-V/def2-TZVPD" homo_lumo_gap_ha="0.32061 / 0.26432" e_homo_ev="-8.24 / -6.83"
C -0.720 -0.708 0.340
C -2.036 -0.979 1.016
C -0.740 -0.936 -1.142
C 2.347 0.078 -0.473
N -0.224 2.584 -0.488
C 0.433 -0.671 1.140
C 1.633 -0.073 0.830
O -0.168 1.392 0.131
H -0.979 3.197 -0.186
H -0.207 2.480 -1.503
H 0.243 -0.786 2.203
H 2.221 0.234 1.689
H -2.806 -0.314 0.616
H -2.374 -1.999 0.799
H -1.986 -0.841 2.095
H -0.050 -0.313 -1.699
H -0.499 -1.973 -1.405
H -1.743 -0.757 -1.539
H 3.405 -0.169 -0.347
H 2.299 1.116 -0.819
H 1.951 -0.562 -1.258



Values of energy above the lowest of the compared OMol25 structures with the same formula, charge and spin, in order: 51.7, 40.1, 65.5, 172.0, 121.1, 33.1, 170.3, 46.4, 158.9, 126.4, all in kcal per mole.